Below is a structure of composition C9H22Al2N3O4, with properties calculated with ωB97M-V/def2-TZVPD.

Geometry (Å):
Al 13.996 4.563 8.965
Al 17.960 4.522 11.512
O 16.869 5.411 8.926
H 16.803 5.987 8.147
C 17.635 10.483 9.661
O 17.405 11.578 10.136
N 17.481 10.109 8.356
C 17.620 8.684 8.011
C 17.433 11.094 7.263
H 17.935 9.623 10.278
H 17.970 8.135 8.884
H 18.410 8.559 7.266
H 16.731 8.275 7.527
H 17.353 12.072 7.738
H 18.297 11.073 6.593
H 16.514 10.949 6.685
C 14.395 7.083 5.588
O 14.318 6.253 6.486
N 13.331 7.857 5.194
C 13.463 9.070 4.387
C 11.898 7.612 5.608
H 15.310 7.258 5.006
H 13.032 9.866 5.006
H 12.844 8.998 3.483
H 14.484 9.232 4.043
H 11.526 8.495 6.136
H 11.332 7.474 4.683
H 11.914 6.761 6.283
C 20.353 5.352 8.323
O 20.359 4.661 9.320
N 21.498 5.935 7.842
C 21.506 6.562 6.525
C 22.775 5.748 8.456
H 19.467 5.515 7.695
H 21.979 7.547 6.591
H 20.542 6.756 6.056
H 22.037 5.991 5.753
H 22.670 5.174 9.374
H 23.411 5.215 7.730
H 23.231 6.745 8.532

Force components x, y, z for each atom (eV/Å):
Al 0.2454 -0.1573 -0.0581
Al 0.1611 -0.0726 -0.1735
O -0.4772 -0.2707 0.3707
H 0.1201 -0.1138 0.1379
C -0.3209 0.7299 2.5894
O 0.3238 -0.9284 -1.2206
N 0.2018 -0.6137 -3.3112
C 0.9630 1.0344 0.3643
C -0.6718 0.4369 1.6756
H 0.0647 0.1830 0.1904
H -0.6149 -0.1046 0.0957
H 0.0609 0.3657 -0.2535
H -0.3969 0.1536 0.3114
H 0.1513 0.0775 -0.1243
H 0.1661 -0.3278 -0.0039
H -0.0399 -0.3117 -0.2481
C 0.3337 -0.7515 0.0899
O 0.0039 0.6989 -0.3806
N -2.6319 1.5755 -0.4434
C 0.8869 -1.2859 0.2179
C 2.0566 -0.5168 0.4303
H -0.0795 0.0802 0.0921
H 0.0075 0.3956 -0.1550
H -0.3876 -0.0220 -0.0659
H 0.0218 0.1071 0.2753
H -0.0606 0.2074 -0.1231
H -0.1990 -0.1356 -0.0132
H -0.3847 -0.0921 -0.2908
C -1.5055 -1.0369 0.6165
O 0.1420 0.5036 -0.2031
N 1.9873 0.5983 -1.8402
C -0.8836 0.6694 0.0164
C -1.1263 -0.5167 0.3170
H 0.0286 -0.0592 0.0436
H 0.6302 -0.0335 0.1286
H -0.4260 -0.4352 0.6569
H 0.6134 -0.3587 0.2591
H 0.2361 0.2317 0.0691
H 0.4075 -0.0947 -0.1556
H 0.3924 0.1905 0.1160

Total charge ... +5
F_max ... 3.37 eV Å⁻¹
Calculated total energy ... -1303.51694 a.u.
E_LUMO ... -21.02 eV
Energy above the lowest of the compared OMol25 structures with the same formula, charge and spin ... 19.6 kcal/mol

=====

Below is an isolated molecule of C2H3N3O, with properties calculated with ωB97M-V/def2-TZVPD.

Geometry (Å):
O 2.131 0.382 -0.210
C 0.825 0.338 -0.086
N 0.172 -0.733 0.400
C -1.224 -0.411 0.041
N -1.039 0.963 0.352
N 0.048 1.438 -0.239
H 2.495 -0.489 0.018
H -1.930 -0.872 0.728
H -1.479 -0.616 -1.005

Force components x, y, z for each atom (eV/Å):
O 0.3525 0.5107 -0.1493
C -0.1643 -5.0382 1.4952
N 2.6786 -0.9098 -2.9970
C 2.0824 -0.2781 2.9652
N -2.3704 5.1118 -3.5903
N -2.4199 0.1846 2.3626
H -0.2560 0.1005 -0.0363
H -0.0459 0.0374 -0.1370
H 0.1430 0.2811 0.0869

SMILES string ... OC1=NCN=N1
Total charge ... 0
F_max ... 6.68 eV Å⁻¹
Calculated total energy ... -317.38342 a.u.
E_LUMO (alpha / beta) ... -0.98 / -1.52 eV
Energy above the lowest of the compared OMol25 structures with the same formula, charge and spin ... 93.4 kcal/mol

=====

Below is a cluster of 4 separate species, C2H11O4 in total, with properties calculated with ωB97M-V/def2-TZVPD.

Geometry (Å):
C -0.055 0.589 1.201
O 0.074 -0.030 -0.015
C -0.108 -0.427 2.387
H -0.940 1.221 1.119
H 0.831 1.270 1.396
H -0.190 0.044 3.354
H 0.816 -1.014 2.373
H -0.972 -1.095 2.181
H -0.232 -2.901 -1.040
H 0.171 -1.777 -0.037
O -0.194 -2.702 -0.105
H 1.400 1.784 -2.052
H 1.021 0.722 -0.865
O 1.790 1.244 -1.372
H -1.580 2.104 -1.370
H -0.762 0.757 -1.128
O -1.488 1.210 -1.694

Force components x, y, z for each atom (eV/Å):
C 1.1225 0.1857 0.4739
O 0.5146 -0.5857 -0.5046
C -0.5662 -0.0017 -1.5273
H -0.4264 0.2983 0.7893
H -0.6423 -0.2738 -0.0537
H -0.1990 0.2911 0.3963
H -0.1523 -0.0426 -0.0509
H 0.5389 0.1923 0.4073
H 0.0218 0.1592 -0.1571
H -0.6402 0.0112 -0.2020
O 0.3966 -0.1804 0.3377
H -0.4087 0.1063 -0.2324
H 1.0032 0.3980 -0.3445
O -0.0714 -0.5032 0.6138
H 0.1221 0.1460 0.1789
H -1.0021 0.1395 0.0430
O 0.3890 -0.3404 -0.1677

Total charge ... -1
F_max ... 1.63 eV Å⁻¹
Calculated total energy ... -383.79561 a.u.
E_LUMO ... 4.15 eV
Energy above the lowest of the compared OMol25 structures with the same formula, charge and spin ... 6.4 kcal/mol

=====

Below is an isolated molecule of C6H10O, with properties calculated with ωB97M-V/def2-TZVPD.

Geometry (Å):
C 0.291 -1.146 1.085
C 0.614 0.060 0.619
C 2.033 0.405 0.250
C -0.475 1.059 0.256
C -1.645 0.321 -0.419
C -1.091 -0.768 -1.327
O -0.168 -0.577 -2.084
H -0.734 -1.411 1.333
H 1.028 -1.944 1.143
H 2.192 1.492 0.229
H 2.257 0.013 -0.757
H 2.735 -0.037 0.968
H -0.079 1.808 -0.437
H -0.814 1.607 1.146
H -2.332 -0.107 0.322
H -2.237 0.990 -1.058
H -1.575 -1.765 -1.268

Force components x, y, z for each atom (eV/Å):
C 0.1794 0.1127 0.0066
C -0.0617 -0.2313 0.0649
C 0.0738 0.0126 0.0291
C -0.0035 0.0543 -0.0229
C -0.0305 0.0080 0.0263
C 0.2280 0.1413 -0.3105
O -0.5718 -0.0975 0.1448
H 0.1314 -0.0050 -0.0747
H -0.0231 0.2078 0.3188
H -0.0290 -0.2752 0.0251
H -0.0864 0.1748 0.2677
H -0.0887 0.0860 -0.2537
H 0.0584 -0.1852 0.1183
H 0.0105 -0.1036 -0.2005
H 0.1387 -0.0108 -0.2007
H 0.0669 -0.0148 0.1647
H 0.0077 0.1260 -0.1034

SMILES string ... C=C(C)CCC=O
Total charge ... 0
F_max ... 0.60 eV Å⁻¹
Calculated total energy ... -309.81456 a.u.
E_LUMO ... 1.05 eV
Energy above the lowest of the compared OMol25 structures with the same formula, charge and spin ... 17.5 kcal/mol